Record 1
Here is C27H57NO5P2PdSi as an isolated structure in a non-equilibrium geometry from the Open Molecules 2025 dataset. Energies are from ωB97M-V/def2-TZVPD.

Last column: Löwdin spin population.
CARTESIAN COORDINATES (ANGSTROEM)
Pd (-0.30676, -1.22194, -1.87650)  1.375
P (2.06461, -1.23865, -2.12519)  0.069
P (-2.66540, -0.92167, -1.74011)  0.135
N (-0.30769, -0.05826, -3.45111)  1.110
H (0.83695, -3.10545, 0.15691)  0.003
C (2.72814, -2.69089, -3.00218)  0.013
H (3.82809, -2.67475, -3.00904)  0.004
H (2.35211, -2.67953, -4.03295)  0.000
H (2.38028, -3.60304, -2.49797)  0.000
C (2.96997, -1.23402, -0.55322)  0.012
H (4.05611, -1.31938, -0.70872)  0.003
H (2.60917, -2.07104, 0.06053)  0.001
H (2.73085, -0.30014, -0.03372)  0.000
C (2.72166, 0.20490, -3.01833)  0.011
H (3.81730, 0.24087, -2.95144)  0.002
H (2.30099, 1.11789, -2.58015)  0.001
H (2.41707, 0.14294, -4.06891)  0.000
C (-3.54478, -2.32909, -2.47320)  0.022
H (-4.63096, -2.21355, -2.36148)  0.006
H (-3.20782, -3.24146, -1.96581)  0.000
H (-3.28027, -2.38892, -3.53519)  0.000
C (-3.25246, -0.82371, -0.02845)  0.019
H (-4.34039, -0.67400, 0.01502)  0.006
H (-2.71879, 0.01032, 0.44017)  0.000
H (-2.96878, -1.74458, 0.49531)  0.000
C (-3.23692, 0.60032, -2.53592)  0.022
H (-4.30908, 0.74770, -2.35681)  0.005
H (-3.03848, 0.53888, -3.61011)  0.000
H (-2.67356, 1.44428, -2.12213)  0.001
C (-0.31616, 0.78315, -4.44692)  0.135
C (-0.25241, 1.18533, -6.87167)  -0.009
C (-0.28858, 0.30426, -5.81413)  0.172
C (-0.33336, 2.21561, -4.24973)  0.180
C (-0.28712, 3.07836, -5.33400)  -0.010
C (-0.24243, 2.56965, -6.63805)  0.175
H (-0.23039, 0.79472, -7.89110)  -0.003
H (-0.29728, -0.78525, -5.95135)  0.007
H (-0.38235, 2.58089, -3.21978)  0.007
H (-0.28769, 4.15707, -5.15239)  -0.003
H (-0.20176, 3.25876, -7.48083)  0.010
C (-0.17877, -3.56194, 0.14194)  0.017
O (-1.01416, -2.70977, -0.60297)  0.327
C (-0.07900, -4.94156, -0.51698)  0.011
H (-0.29780, -5.72031, 0.22190)  0.001
H (0.93102, -5.11846, -0.90380)  0.001
H (-0.79878, -5.05112, -1.33687)  -0.001
C (-0.71288, -3.66859, 1.56332)  0.004
H (-1.74114, -4.05541, 1.53602)  0.000
H (-0.72477, -2.69061, 2.06758)  0.000
H (-0.10509, -4.37137, 2.15475)  0.001
C (1.86464, -1.83455, 3.51003)  0.000
C (2.19144, -0.42786, 3.01853)  0.000
C (3.66809, -0.35800, 2.64322)  0.000
C (1.90925, 0.60034, 4.10230)  0.000
O (1.42121, -0.16373, 1.82146)  -0.001
Si (0.06052, 0.65425, 1.33924)  0.010
O (-0.19739, 0.47896, -0.20465)  0.138
O (-1.16350, 0.08595, 2.29534)  0.000
C (-1.97921, 0.40342, 3.44582)  0.000
C (-3.44707, 0.32550, 3.05023)  0.000
C (-1.72462, -0.66142, 4.50557)  0.000
C (-1.70340, 1.80065, 3.98792)  0.000
O (0.27040, 2.22873, 1.82082)  0.009
C (0.73087, 3.40344, 1.11994)  0.000
C (0.37314, 3.37313, -0.36253)  0.001
C (0.05152, 4.60253, 1.75911)  0.000
C (2.23588, 3.53659, 1.31313)  0.000
H (0.80437, -1.94224, 3.77247)  0.000
H (2.45760, -2.06699, 4.40505)  0.000
H (2.10907, -2.58746, 2.74791)  0.000
H (3.92447, -1.11141, 1.89069)  0.000
H (3.91843, 0.63725, 2.25399)  0.000
H (4.28801, -0.54608, 3.52778)  0.000
H (2.54001, 0.38876, 4.97848)  0.000
H (2.14468, 1.61289, 3.75148)  0.000
H (0.86713, 0.56004, 4.43486)  0.000
H (-3.69442, -0.66013, 2.64009)  0.000
H (-4.07132, 0.48982, 3.93688)  0.000
H (-3.70412, 1.09300, 2.31251)  0.000
H (-0.69322, -0.64911, 4.87283)  0.000
H (-2.38167, -0.49316, 5.36784)  0.000
H (-1.93994, -1.66112, 4.10154)  0.000
H (-0.65949, 1.94421, 4.28198)  0.000
H (-1.98228, 2.56790, 3.25613)  0.000
H (-2.31417, 1.96807, 4.88742)  0.000
H (-0.71298, 3.29284, -0.49465)  0.000
H (0.69665, 4.30456, -0.85269)  0.000
H (0.84712, 2.53997, -0.89143)  0.000
H (0.26538, 4.64854, 2.83497)  0.000
H (0.42158, 5.53182, 1.30456)  0.000
H (-1.03496, 4.56986, 1.61432)  0.000
H (2.47515, 3.56169, 2.38506)  0.000
H (2.78538, 2.71358, 0.84003)  0.000
H (2.59155, 4.47756, 0.87017)  0.000

Results
spin multiplicity = 5
E_HOMO (alpha / beta) = -6.05 / -7.99 eV
net charge = 0
⟨S²⟩ = 6.082
molecular weight = 672.209 u
LUMO energy (alpha / beta) = 0.506 / -1.513 eV

Record 2
Here is a 5-piece molecular cluster, C27H58BrN7O7P2 overall in a non-equilibrium geometry from the Open Molecules 2025 dataset. Energies are from ωB97M-V/def2-TZVPD.

Last column: Löwdin charge in e.
CARTESIAN COORDINATES (ANGSTROEM)
C (-4.04095, 2.82208, 4.08458)  -0.155
C (-3.02066, 3.87147, 3.67532)  -0.729
Br (-1.51561, 3.71586, 4.92928)  0.718
C (-2.57551, 3.67803, 2.22423)  -0.199
C (-1.17744, 4.13921, 1.87461)  -0.196
C (-0.30124, 3.17250, 1.38987)  -0.033
C (1.02046, 3.41590, 1.07131)  -0.075
C (1.52820, 4.67405, 1.27825)  -0.013
C (0.69284, 5.68462, 1.76029)  -0.311
P (1.56716, 7.26927, 1.97895)  0.696
N (1.69411, 8.17883, 0.71625)  -0.297
C (-0.67620, 5.46365, 2.02943)  -0.280
P (-1.84788, 6.77192, 2.60464)  0.826
N (-3.11376, 6.64709, 1.47067)  -0.153
O (-1.15087, 8.14440, 2.06168)  -0.336
C (1.67103, 2.18947, 0.55206)  -0.398
O (2.78841, 2.05582, 0.17417)  0.148
N (0.65706, 1.23156, 0.55434)  0.192
C (-0.52590, 1.71019, 1.12007)  -0.360
O (-1.46769, 0.99528, 1.32025)  0.113
H (-4.49163, 3.12924, 5.02269)  0.072
H (-4.84415, 2.75601, 3.35483)  0.086
H (-3.55719, 1.86664, 4.23897)  0.070
H (-3.43989, 4.84792, 3.88240)  0.047
H (-2.63000, 2.61402, 2.04660)  0.090
H (-3.29419, 4.11932, 1.54373)  0.110
H (2.56431, 4.89270, 1.05536)  0.119
H (2.83731, 6.87434, 2.44587)  0.006
H (0.99649, 7.87672, 3.10576)  -0.007
H (1.21043, 7.81157, -0.09106)  -0.036
H (-3.89080, 6.12107, 1.83594)  0.019
H (-2.82391, 6.30343, 0.56250)  0.054
H (-1.36553, 8.82237, 2.71017)  0.050
H (0.90018, 0.27333, 0.76383)  0.160
C (-0.32437, -0.23277, -2.70052)  -0.066
C (-0.97487, -1.44306, -2.03904)  -0.422
C (0.02645, -2.52494, -1.62112)  -0.215
O (0.52955, -3.31889, -2.67894)  -0.188
C (1.61530, -2.76031, -3.39419)  -0.102
N (-2.02211, -1.95845, -2.92719)  0.051
H (-0.02944, -0.43039, -3.73137)  0.066
H (-1.02850, 0.59969, -2.72815)  0.076
H (0.55724, 0.09495, -2.14629)  0.065
H (-1.45598, -1.09566, -1.11933)  0.131
H (-0.48538, -3.22261, -0.95388)  0.116
H (0.85470, -2.08873, -1.04509)  0.115
H (2.27085, -2.17890, -2.73849)  0.090
H (1.27194, -2.12964, -4.21776)  0.076
H (2.18832, -3.58421, -3.81903)  0.087
H (-2.52309, -2.70277, -2.44953)  0.080
H (-1.55964, -2.43477, -3.69871)  0.070
C (2.53159, -4.60311, 3.88374)  -0.062
C (1.15429, -3.96014, 3.77059)  -0.424
C (0.29738, -4.54304, 2.64011)  -0.206
O (0.66859, -4.10979, 1.34606)  -0.204
C (1.72557, -4.83872, 0.73921)  -0.085
N (1.30179, -2.50688, 3.64200)  0.045
H (3.20170, -4.26668, 3.09305)  0.047
H (2.99277, -4.33624, 4.83515)  0.079
H (2.46424, -5.69139, 3.83692)  0.082
H (0.62484, -4.15447, 4.70785)  0.136
H (-0.72925, -4.19446, 2.78466)  0.122
H (0.27097, -5.63961, 2.67987)  0.121
H (1.68942, -5.89684, 1.01320)  0.093
H (2.70263, -4.42409, 1.00012)  0.073
H (1.60222, -4.75220, -0.34099)  0.081
H (0.37928, -2.08069, 3.66977)  0.075
H (1.62938, -2.32145, 2.69669)  0.052
C (-5.73094, -2.99369, -5.89415)  -0.071
C (-4.72518, -2.07485, -5.20612)  -0.439
C (-5.22278, -0.63487, -5.02881)  -0.207
O (-5.18898, 0.15360, -6.20434)  -0.190
C (-6.30083, 0.00702, -7.06513)  -0.111
N (-3.45436, -2.12840, -5.93267)  0.042
H (-5.78649, -2.80872, -6.96680)  0.063
H (-5.43543, -4.03470, -5.76366)  0.074
H (-6.73037, -2.87339, -5.47069)  0.077
H (-4.55295, -2.47191, -4.20252)  0.120
H (-4.55234, -0.13627, -4.32466)  0.118
H (-6.22807, -0.61466, -4.58622)  0.119
H (-7.22424, -0.16195, -6.50311)  0.089
H (-6.15382, -0.80962, -7.77655)  0.074
H (-6.40275, 0.93213, -7.63232)  0.086
H (-2.76462, -1.59213, -5.41305)  0.046
H (-3.57926, -1.60617, -6.79581)  0.068
C (6.51725, -0.14463, 2.10353)  -0.067
C (5.51969, -1.11598, 2.72666)  -0.426
C (5.77259, -2.58486, 2.36044)  -0.205
O (5.35166, -2.95424, 1.05988)  -0.201
C (6.26740, -2.66830, 0.01926)  -0.103
N (4.16354, -0.68450, 2.38090)  0.053
H (6.32113, 0.01636, 1.04369)  0.066
H (6.44714, 0.82639, 2.59262)  0.076
H (7.54245, -0.50402, 2.21510)  0.078
H (5.62755, -1.04385, 3.81287)  0.137
H (5.18211, -3.20491, 3.03865)  0.104
H (6.82527, -2.85662, 2.51389)  0.121
H (7.30214, -2.78839, 0.35227)  0.090
H (6.12566, -1.65837, -0.37283)  0.077
H (6.07740, -3.37361, -0.78958)  0.086
H (3.49358, -1.27272, 2.87014)  0.039
H (4.01934, -0.90452, 1.39816)  0.067

Results
E_HOMO = -8.61 eV
net charge = 0
molecular weight = 734.655 u
LUMO energy = -0.833 eV
SMILES = C[C@@H](Br)Cc1c2c(cc([PH2]=N)c1P(N)O)C(=O)NC2=O.COC[C@@H](C)N.COC[C@@H](C)N.COC[C@@H](C)N.COC[C@@H](C)N

> Among the records above, which one has the highest molecular weight?

C27H58BrN7O7P2